Entry 1:
This record from the OMol25 dataset describes a single C4H3N molecule in a non-equilibrium geometry. The level of theory is ωB97M-V/def2-TZVPD.

highest occupied orbital energy	-0.3971	Ha
relative energy (zero: lowest compared OMol25 entry of this formula, charge and spin)	70.4	kJ/mol
LUMO level	0.721	eV
HOMO-LUMO gap	11.527	eV
multiplicity	1

The geometry in XYZ format:
```
8
Properties=species:S:1:pos:R:3:forces:R:3
C 1.71543 -0.85699 0.04191 0.3024 0.6626 -0.5670
C 0.81414 -0.07142 -0.03309 2.2065 -1.0295 0.5649
C -0.33301 0.72574 0.04592 -3.0223 -0.3487 -2.7479
C -1.48275 -0.22205 -0.09583 -2.6546 -1.5810 1.4730
H 2.65501 -1.32903 -0.09394 0.0136 -0.4281 0.2111
H -0.48441 1.40659 -0.80843 0.5931 -0.0232 0.1551
H -0.49395 1.30256 0.89871 0.0790 0.7707 1.7032
N -2.39046 -0.95539 0.04474 2.4824 1.9771 -0.7924
```
Forces are in eV/Å.

Entry 2:
This record from the OMol25 dataset describes an isolated ion of composition C4H8N and charge +1 in a non-equilibrium geometry. The level of theory is ωB97M-V/def2-TZVPD.

highest occupied orbital energy	-0.5481	Ha
relative energy (zero: lowest compared OMol25 entry of this formula, charge and spin)	183.9	kJ/mol
LUMO level	-3.732	eV
total charge	+1
HOMO-LUMO gap	11.182	eV
multiplicity	1

The geometry in XYZ format:
```
13
Properties=species:S:1:pos:R:3:forces:R:3
C 2.46330 -0.64883 0.06951 -3.3192 2.8926 0.0277
C 1.62339 0.22842 0.10798 0.7763 -1.1371 -0.8725
C 0.52997 1.14602 -0.19332 -1.1332 -3.8349 0.2492
C -0.82008 0.51034 0.29298 2.6161 0.8380 1.0691
N -0.72427 -0.89881 -0.16207 2.4621 1.3332 -1.0606
H 3.30353 -1.06707 0.39553 3.0390 -2.1153 0.7312
H 0.43963 1.20701 -1.25258 0.1556 0.6565 -0.9593
H 0.76887 2.00746 0.26690 0.2414 3.4130 1.2632
H -1.57742 1.12726 -0.01938 -2.2425 0.5684 -2.3486
H -1.05511 0.67378 1.32831 0.8661 -1.0762 1.0782
H 0.18472 -1.30369 0.33842 -2.1459 0.3515 -1.0131
H -0.42938 -0.78779 -1.17989 -0.4405 -0.7233 1.3219
H -1.59149 -1.37725 -0.15725 -0.8754 -1.1664 0.5136
```
Forces are in eV/Å.

Entry 3:
This record from the OMol25 dataset describes a 2-piece molecular cluster, C13H12Br2F3N4O3 overall in a non-equilibrium geometry. The level of theory is ωB97M-V/def2-TZVPD.

highest occupied orbital energy	-0.4294	Ha
LUMO level	-4.977	eV
total charge	+1
HOMO-LUMO gap	6.708	eV
multiplicity	1

The geometry in XYZ format:
```
37
Properties=species:S:1:pos:R:3:forces:R:3
O 1.99699 1.73827 4.82258 0.0694 -2.0193 -5.5220
C 1.91634 1.07770 3.75809 -1.8533 -0.7638 5.7334
O 2.48798 1.48999 2.48780 0.3076 -0.5920 0.6860
N 1.66125 2.30150 1.79782 -1.0959 2.1487 -0.8367
C 0.88059 1.80522 0.81224 -4.2119 -3.2975 -5.4907
N 0.75033 0.40612 0.35979 -2.1077 2.8329 -1.5502
C -0.21510 0.39323 -0.70331 0.7545 2.2984 1.2154
Br -0.96365 -1.06319 -1.78240 1.1615 1.6067 1.6051
N -0.69378 1.72791 -0.99377 2.3336 -4.0896 1.9977
Br -1.88622 2.39240 -2.25682 0.6375 -0.2458 0.7444
N -0.03783 2.49896 -0.06801 1.8537 1.6914 2.3203
C 1.65773 3.74650 2.14593 0.8589 1.4960 2.6376
F 1.69184 4.57122 1.00327 -0.2937 -2.1828 2.8382
F 0.51003 4.05164 2.93517 2.5834 -0.5681 -2.5244
F 2.76984 3.99201 3.00019 -3.1502 -0.5562 -3.0563
C 1.17258 -0.34720 3.80412 -0.4383 -1.6194 -0.9462
C 1.78210 -1.52637 2.96702 -3.6673 -1.2937 1.9664
C 1.05592 -2.91784 3.02670 -1.3649 3.5979 1.9974
C -0.23897 -3.02611 3.90166 1.1831 2.5090 -0.0706
C -0.84067 -1.85295 4.72166 3.6609 1.2336 -2.3366
C -0.10679 -0.46574 4.66634 1.1812 -3.3904 -1.9283
H -0.23332 3.51001 -0.10973 0.3425 -0.7177 0.2243
H 2.70940 -1.42177 2.31211 -1.4895 0.0756 1.1558
H 1.43279 -3.82247 2.41987 -0.6799 1.7205 1.2167
H -0.78981 -4.02276 3.92631 0.9076 1.5287 -0.0329
H -1.79719 -1.91116 5.34191 1.6104 -0.2129 -1.1049
H -0.52638 0.42870 5.22857 0.8085 -1.3346 -0.8719
C -0.84225 -0.52590 -5.34777 0.0907 -0.0315 0.3618
C -1.73419 -1.73370 -5.46894 -0.2281 -0.4945 0.4079
O -1.97197 -2.44610 -4.50730 0.2144 0.5204 -0.2177
C -2.32108 -2.02797 -6.82247 -0.1805 -0.3586 0.1891
H -0.49190 -0.43877 -4.31713 -0.0063 0.0057 -0.3079
H 0.02360 -0.63575 -6.00387 -0.1230 0.1608 -0.1062
H -1.40117 0.37629 -5.60619 0.1265 -0.0198 -0.2109
H -1.52071 -2.20461 -7.54410 -0.0705 0.2010 -0.0625
H -2.94523 -1.19245 -7.14654 0.1763 0.0290 -0.1341
H -2.94112 -2.92484 -6.76081 0.0988 0.1316 0.0134
```
Forces are in eV/Å.

Entry 4:
This record from the OMol25 dataset describes a single C3H5NO3 molecule. The level of theory is ωB97M-V/def2-TZVPD.

highest occupied orbital energy	-0.3534	Ha
relative energy (zero: lowest compared OMol25 entry of this formula, charge and spin)	231.4	kJ/mol
LUMO level	0.811	eV
HOMO-LUMO gap	10.428	eV
multiplicity	1

The geometry in XYZ format:
```
12
Properties=species:S:1:pos:R:3:forces:R:3
C 0.49974 -1.00262 0.95445 -0.0281 -0.3891 -0.2470
C -0.53874 -0.17001 1.69032 -0.0915 -0.3034 0.0932
C -0.32150 0.63991 -0.40779 0.0640 0.3197 -0.1091
H 0.91540 -0.21661 -2.03670 -0.1477 0.3794 -0.1739
H 1.51313 -0.66289 1.14622 0.2946 0.0264 0.0684
H 0.41347 -2.07735 1.15121 0.0368 0.2964 -0.0254
H -1.46387 -0.74289 1.81401 0.0487 0.2501 -0.0045
H -0.19017 0.20822 2.64737 -0.0718 -0.0095 -0.0127
N 0.10869 -0.67195 -0.40385 -0.2392 0.1730 -0.0110
O 1.06273 -0.91435 -1.38611 0.4953 -0.7397 0.0804
O -0.76978 0.94772 0.81964 -0.2414 0.2756 0.1051
O -0.26617 1.39057 -1.34817 -0.1198 -0.2790 0.2365
```
Forces are in eV/Å.

Entry 5:
This record from the OMol25 dataset describes a 2-piece molecular cluster, C5H14 overall in a non-equilibrium geometry. The level of theory is ωB97M-V/def2-TZVPD.

highest occupied orbital energy	-0.4150	Ha
relative energy (zero: lowest compared OMol25 entry of this formula, charge and spin)	20.4	kJ/mol
LUMO level	1.151	eV
HOMO-LUMO gap	12.444	eV
multiplicity	1

The geometry in XYZ format:
```
19
Properties=species:S:1:pos:R:3:forces:R:3
C 1.71416 2.79019 0.88807 0.9751 -0.2613 -0.7907
C 1.11171 1.48772 0.33817 0.0357 0.4148 -0.4800
H 2.27046 3.27594 0.07824 -0.1042 0.0619 0.0441
H 0.98951 3.52160 1.22692 -0.1625 -0.1319 0.2563
H 2.49082 2.60328 1.62914 -0.3576 0.0476 0.4087
H 1.77241 0.61931 0.40587 -0.0458 0.1497 0.3914
H 0.95999 1.60402 -0.73880 -0.2917 0.0089 0.0755
H 0.14803 1.27288 0.78759 -0.0036 -0.2456 0.1269
C -1.36855 -1.03019 -0.54592 -0.4524 0.3205 0.1567
C -0.78369 -1.95244 -1.60280 0.0339 -0.2299 -0.1898
C -1.04394 -1.55470 0.85067 -0.1152 0.2420 0.1091
H -1.02998 -0.00244 -0.69619 0.3976 -0.1246 0.1613
H -2.44975 -0.91249 -0.63510 -0.1567 -0.3675 -0.2061
H 0.24021 -2.22407 -1.32034 -0.0583 0.1057 -0.1826
H -1.41357 -2.58091 0.95312 0.3894 -0.0183 -0.0786
H 0.03791 -1.48772 1.00918 -0.1548 -0.3400 0.1317
H -0.77372 -1.53149 -2.61029 0.0555 0.1589 0.1194
H -1.34048 -2.88846 -1.68286 -0.0447 -0.0188 0.1711
H -1.53154 -1.01003 1.66534 0.0600 0.2281 -0.2243
```
Forces are in eV/Å.

Entry 6:
This record from the OMol25 dataset describes C25H60FN8O12PS as an isolated structure. The level of theory is ωB97M-V/def2-TZVPD.

highest occupied orbital energy	-0.3243	Ha
LUMO level	0.158	eV
HOMO-LUMO gap	8.982	eV
multiplicity	1

The geometry in XYZ format:
```
108
Properties=species:S:1:pos:R:3:forces:R:3
C -1.88497 3.99365 -0.60400 -0.0523 0.2278 0.0880
C -3.20415 3.26245 -0.86889 0.0717 -0.2031 0.1131
C -3.46587 2.16880 0.18805 0.0220 0.1687 -0.0218
C -3.40522 2.73183 -2.31238 0.0663 0.3078 -0.0069
N -2.19464 2.80013 -3.21208 -0.3064 -0.5103 0.0040
P -1.19197 1.41272 -3.11281 -0.0818 -0.3321 -0.3990
O -1.58115 0.26144 -3.91880 -0.0057 0.1669 -0.0335
O 0.26402 1.91341 -3.46649 0.0144 -0.0807 0.2745
O -1.27479 1.20751 -1.54258 0.3537 0.0231 -0.1659
S -2.68588 3.23066 -4.72973 0.1507 0.3257 0.5141
O -3.16827 4.56250 -4.64995 0.0537 0.0173 -0.1753
O -3.41804 2.22103 -5.39470 -0.0344 0.0414 -0.1575
F -1.27205 3.28748 -5.37701 -0.0073 -0.0181 -0.1453
H -1.66143 3.95473 0.46039 -0.0383 0.0463 0.1058
H -1.03187 3.56298 -1.11035 0.0823 -0.1167 -0.0893
H -1.94706 5.04366 -0.88413 0.0190 0.0506 -0.1443
H -3.97699 4.01772 -0.73810 -0.1619 -0.0152 -0.0396
H -3.92965 1.28604 -0.24647 -0.0288 -0.1009 -0.0189
H -2.54187 1.87344 0.67875 0.0752 -0.1494 -0.0230
H -4.14390 2.54442 0.95251 -0.0150 0.0296 0.1071
H -4.17193 3.34375 -2.77847 0.0015 0.0284 -0.1658
H -3.77591 1.70891 -2.33366 -0.0221 -0.0698 0.1730
H 0.75283 2.29857 -2.72539 0.2820 0.2583 0.0174
H -0.68125 0.48500 -1.28990 -0.1079 0.0671 0.3408
C -0.43157 -0.49094 1.20836 -0.3114 0.0643 -0.0298
O -0.12347 0.68865 1.32158 -0.1481 0.0078 0.1506
N -0.15706 -1.46085 2.07859 -0.1457 0.0203 0.1220
C -0.50025 -2.84284 1.79849 0.1359 -0.1957 0.1132
C 0.54468 -1.13488 3.30747 0.0126 0.0063 -0.0732
H -0.98233 -0.87308 0.32849 -0.0286 -0.0013 0.0387
H -1.15030 -3.24911 2.57203 0.0003 0.1041 0.0174
H 0.41641 -3.42897 1.74050 -0.0288 -0.0839 -0.0947
H -0.99924 -2.90127 0.83395 0.0339 -0.0049 -0.0390
H -0.02954 -0.42515 3.90281 -0.0064 0.0061 0.0060
H 1.51272 -0.68225 3.08559 0.0186 -0.0140 0.0096
H 0.68563 -2.04709 3.88089 -0.0183 -0.0043 0.0120
C -3.30295 -3.09826 5.03234 0.0629 0.0058 -0.0220
O -2.19268 -3.21547 4.54388 0.0495 -0.0704 0.0765
N -4.13212 -2.07728 4.76076 -0.0922 0.0974 -0.0169
C -5.44567 -1.96622 5.36048 0.0560 0.0373 -0.0584
C -3.68154 -1.05481 3.82881 0.0080 -0.0603 0.0293
H -3.71915 -3.82912 5.74377 0.0015 0.0017 0.0018
H -6.22294 -1.96671 4.59422 -0.0162 -0.0126 0.0077
H -5.53025 -1.04559 5.94062 -0.0100 -0.0044 0.0188
H -5.61226 -2.81151 6.02478 -0.0059 -0.0128 0.0114
H -3.46156 -1.49338 2.85486 -0.0054 0.0061 -0.0119
H -2.77183 -0.57625 4.19245 0.0026 0.0114 0.0018
H -4.46282 -0.30730 3.71895 -0.0124 0.0112 -0.0037
C 2.81721 -2.39670 -0.80502 -0.0673 0.0868 0.0263
O 1.84125 -2.86315 -0.24204 0.1676 -0.1426 -0.0346
N 2.94072 -1.09804 -1.12448 -0.0481 0.1263 -0.0572
C 4.10868 -0.54598 -1.77533 -0.0937 -0.0176 0.0037
C 1.82711 -0.23302 -0.77175 0.1492 -0.0369 0.0933
H 3.68632 -3.00865 -1.09901 0.0042 0.0371 -0.0390
H 4.57538 0.21575 -1.14703 0.0179 -0.0046 0.0019
H 3.83983 -0.08788 -2.72812 0.0120 -0.0001 -0.0181
H 4.82982 -1.34173 -1.95618 0.0136 -0.0071 -0.0147
H 1.63934 -0.28888 0.29837 0.1481 0.0175 -0.1990
H 0.93038 -0.58147 -1.29535 0.0256 -0.0538 0.0263
H 2.02964 0.80234 -1.03466 0.1499 -0.1028 -0.0643
C 3.68771 3.47657 -1.52982 0.1486 0.1580 0.0062
O 2.66462 2.82084 -1.64234 -0.2874 -0.0848 -0.1074
N 4.08057 4.06789 -0.39304 -0.0089 -0.0494 0.0018
C 5.30471 4.83879 -0.30676 -0.0486 -0.0218 0.0192
C 3.23998 3.92754 0.78729 -0.0456 -0.0153 -0.0142
H 4.38170 3.63432 -2.37039 -0.0176 -0.0004 -0.0058
H 5.98149 4.40823 0.43309 0.0093 -0.0038 -0.0066
H 5.09229 5.87101 -0.02433 -0.0001 0.0062 -0.0115
H 5.80148 4.83913 -1.27464 0.0120 0.0042 -0.0136
H 3.12559 2.87750 1.05686 -0.0160 0.0023 -0.0010
H 2.24641 4.33506 0.60099 -0.0036 -0.0126 0.0018
H 3.69952 4.46347 1.61315 0.0209 0.0124 0.0091
C -7.39757 5.93743 -6.88187 -0.0840 0.0204 0.0294
O -7.56077 5.31654 -5.85075 0.0025 -0.0151 0.0246
N -6.24258 5.98774 -7.57160 0.1242 -0.0014 -0.1033
C -6.11245 6.74876 -8.79370 0.0404 -0.0596 0.0552
C -5.09323 5.25021 -7.06317 -0.2012 0.0453 -0.0296
H -8.20441 6.52833 -7.35087 0.0054 -0.0015 -0.0014
H -5.84209 6.10044 -9.63017 -0.0111 0.0089 -0.0173
H -5.34490 7.51942 -8.69310 -0.0078 0.0171 -0.0118
H -7.06013 7.23232 -9.02327 -0.0129 0.0095 -0.0076
H -5.32091 4.18565 -7.00297 0.0384 -0.0152 0.0157
H -4.82952 5.59119 -6.06619 0.0202 0.0076 0.0189
H -4.25146 5.40353 -7.73437 0.0158 0.0036 -0.0029
C 2.47830 -6.39163 6.41002 0.0395 -0.0590 0.1147
O 1.77986 -6.79875 7.31965 0.0003 0.0070 -0.0079
N 2.00585 -5.84735 5.27411 -0.0384 0.0749 -0.1161
C 2.88597 -5.37654 4.22534 -0.1807 0.0344 0.0704
C 0.56692 -5.73014 5.10660 0.0413 -0.0599 0.0300
H 3.58017 -6.43622 6.44109 -0.0071 -0.0006 -0.0086
H 2.72817 -4.30753 4.05002 0.0387 -0.0080 -0.0297
H 2.69403 -5.91224 3.29353 0.0359 -0.0017 -0.0204
H 3.92386 -5.53949 4.50212 0.0153 -0.0323 -0.0210
H 0.13137 -5.11619 5.89244 -0.0219 0.0477 0.0354
H 0.09342 -6.71163 5.15087 0.0017 -0.0043 -0.0036
H 0.35468 -5.27273 4.14440 0.0004 0.0307 -0.0457
C 6.61766 -5.71629 2.34270 0.0767 0.0044 0.0880
O 5.91547 -6.13802 3.24127 -0.0126 0.0106 -0.0636
N 6.15340 -5.17134 1.20164 -0.0641 0.0365 -0.0646
C 7.03646 -4.66492 0.17488 -0.0729 -0.0275 0.0072
C 4.71405 -5.09834 1.00508 0.0913 -0.1038 0.1014
H 7.71901 -5.74315 2.39214 0.0092 0.0042 -0.0033
H 6.86312 -3.59975 0.00415 0.0236 0.0099 -0.0002
H 6.88491 -5.19618 -0.76707 0.0207 -0.0007 -0.0101
H 8.07005 -4.80113 0.48667 0.0172 0.0031 -0.0045
H 4.24655 -4.51338 1.79641 -0.0312 0.0300 -0.0159
H 4.28114 -6.09878 1.02005 -0.0486 0.0126 0.0078
H 4.50591 -4.63587 0.04599 0.0112 -0.0029 -0.0311
```
Forces are in eV/Å.